ORCA calculation (ωB97M-V with the def2-TZVPD basis set) on a structure of composition C11H9Br3EuF3O3P.

XYZ file:
```
31
C11H9Br3EuF3O3P ωB97M-V with the def2-TZVPD basis set
C -2.4635 -1.2684 2.0267
P -1.9764 0.3829 2.6940
O -2.8008 1.4809 1.7779
C -0.2278 0.5555 2.1533
C 0.6881 0.3252 3.0911
C 2.1228 0.4246 2.6999
O 2.9718 0.8116 3.4447
C 2.4227 0.0806 1.2610
Br 4.1109 -0.6460 0.9478
C 1.5158 0.3280 0.3070
C 1.7640 0.0867 -1.1558
C 1.0789 -1.1689 -1.7518
C -0.2373 -0.9960 -2.4899
F -0.4170 -2.0735 -3.2933
Br -1.7776 -0.9586 -1.3151
C -0.2810 0.2255 -3.4491
F 0.8730 0.5814 -3.9472
F -0.7435 1.4045 -2.6332
Br -1.5601 0.0499 -4.8491
C 0.2425 0.9373 0.7976
O -0.3965 1.7504 0.1343
H -2.8821 -1.8320 2.8545
H -3.1935 -1.1607 1.2270
H -1.5827 -1.8104 1.6844
H -3.6025 1.7447 2.2450
H 0.4203 0.0887 4.1125
H 1.5105 1.0137 -1.6729
H 2.8289 -0.0499 -1.3104
H 1.7624 -1.6828 -2.4257
H 0.8792 -1.8636 -0.9376
Eu -1.0493 3.2389 -2.2273
```

Summary:
Spin multiplicity ... 8
E_LUMO (spin up / spin down) ... -0.3124 / -0.3057 Eh
Frontier orbital gap (spin up / spin down) ... 0.1947 / 0.2014 Ha
<S²> ... 15.759
Total charge ... +2